DFT (ωB97M-V/def2-TZVPD) results for a cluster of 2 separate species, C4H12S2 in total at a distorted geometry.

ORCA input file:
```
! RIJCOSX wB97M-V def2-TZVPD def2/J DEFGRID3
* xyz -1 2
C -0.704 1.758 -2.236
S -1.362 0.698 -3.557
C 0.192 0.196 -4.363
H 0.329 1.516 -1.951
H -0.768 2.824 -2.499
H -1.383 1.567 -1.389
H 1.045 0.096 -3.687
H 0.632 0.898 -5.084
H -0.043 -0.720 -4.896
C 0.037 0.297 2.823
S 0.920 -0.521 4.250
C 0.431 -2.235 3.813
H -0.584 1.082 3.258
H 0.777 0.681 2.133
H -0.609 -0.440 2.299
H -0.644 -2.351 3.671
H 0.823 -2.903 4.565
H 0.911 -2.443 2.848
*
```

As for the HOMO energy (alpha / beta): 1.1 / -5.4 eV. The molar mass comes out at 124.274 g mol⁻¹. The relative energy (zero: lowest compared OMol25 entry of this formula, charge and spin) comes out at 1.3283 eV. As for the total energy: -26011.325 eV. Its expectation value of S² is 0.750. Its LUMO energy (alpha / beta) is 0.1163 / 0.1166 Ha.

Listed below, in e, are the Mulliken charges computed for each atom:
1 C -1.42
2 S 0.08
3 C -1.26
4 H 0.53
5 H 0.25
6 H 0.27
7 H 0.40
8 H 0.35
9 H 0.29
10 C -1.26
11 S -0.40
12 C -1.09
13 H 0.53
14 H 0.33
15 H 0.41
16 H 0.35
17 H 0.28
18 H 0.36